# 1
102
Properties=species:S:1:pos:R:3 method="wB97M-V/def2-TZVPD" multiplicity=1
C 1.6927 1.4813 -2.3951
S 0.5065 0.5130 -3.3793
O 0.9853 -0.8886 -3.3444
O 0.5401 0.9155 -4.8004
C -1.2048 0.5885 -2.6975
C -1.9421 -0.6479 -2.6487
C -3.3336 -0.6309 -2.1003
C -3.9193 0.6096 -1.6623
C -3.1836 1.9238 -1.7317
N -3.8563 3.0477 -1.2770
C -3.0388 4.1241 -1.3732
C -1.6589 4.1328 -1.9200
O -0.9330 5.3530 -1.9747
N -1.5079 6.1149 -3.0284
O -1.4040 5.5795 -4.0605
N -1.0271 3.0297 -2.3620
C -1.8082 1.8901 -2.2416
H 1.4537 2.5769 -2.3333
H 1.7270 1.0416 -1.3614
H 2.7242 1.4146 -2.8471
H -1.4620 -1.5780 -3.0273
H -3.9058 -1.5843 -2.0368
H -4.9611 0.6106 -1.2438
H -3.4479 5.1047 -1.0055
O -5.0620 -4.4039 -2.1318
P -5.2422 -5.7725 -1.5040
O -3.6414 -6.1469 -1.3286
C -2.9263 -5.5309 -0.2605
C -3.3170 -6.1136 1.0861
O -5.5704 -6.5499 -2.9259
C -6.0956 -5.8590 -4.0569
C -4.9788 -5.4996 -5.0183
O -5.6622 -7.1821 -0.6836
C -5.6820 -8.4891 -1.2624
C -4.3394 -8.9921 -1.7523
H -3.0882 -4.4486 -0.2767
H -1.8648 -5.7094 -0.4415
H -4.3538 -5.8684 1.3330
H -2.6766 -5.7189 1.8778
H -3.2370 -7.2018 1.0762
H -6.6692 -4.9821 -3.7545
H -6.7954 -6.5364 -4.5539
H -4.1726 -4.9602 -4.5201
H -5.3555 -4.8848 -5.8384
H -4.5346 -6.4052 -5.4381
H -6.4399 -8.5450 -2.0452
H -6.0246 -9.1567 -0.4667
H -3.9785 -8.4269 -2.6118
H -4.4213 -10.0384 -2.0557
H -3.5843 -8.9139 -0.9683
O 1.0972 -0.5142 0.9785
P 2.0595 -0.7415 2.1291
O 1.3345 -2.0854 2.7622
C 1.5315 -3.3262 2.0889
C 2.9381 -3.8594 2.2951
O 1.4208 0.4368 3.0975
C 0.7034 1.5393 2.5517
C -0.7903 1.2814 2.6243
O 3.3229 -0.9033 3.2322
C 3.2706 -0.4899 4.5986
C 2.2368 -1.2052 5.4442
H 1.3119 -3.2124 1.0229
H 0.8089 -4.0327 2.5022
H 3.6761 -3.2153 1.8093
H 3.0354 -4.8634 1.8767
H 3.1890 -3.8930 3.3567
H 1.0307 1.7590 1.5353
H 0.9464 2.4174 3.1557
H -1.0594 0.3251 2.1739
H -1.3462 2.0745 2.1185
H -1.1170 1.2377 3.6662
H 3.1592 0.5938 4.6622
H 4.2590 -0.7134 5.0104
H 1.2186 -0.9529 5.1471
H 2.3540 -0.9243 6.4935
H 2.3444 -2.2878 5.3583
O 3.0598 3.9683 1.2593
P 3.3643 5.4388 1.4682
O 3.6045 5.8204 -0.1204
C 2.4449 5.9526 -0.9363
C 1.6792 7.2291 -0.6411
O 4.9267 5.2070 1.9580
C 5.3555 3.9790 2.5414
C 6.0142 3.1013 1.4943
O 3.5164 7.0634 1.8856
C 4.7577 7.7593 2.0201
C 5.5806 7.8501 0.7512
H 1.8019 5.0761 -0.8081
H 2.7838 5.9667 -1.9740
H 1.2459 7.2057 0.3629
H 0.8678 7.3615 -1.3590
H 2.3372 8.0985 -0.6867
H 4.5306 3.4674 3.0395
H 6.0861 4.2263 3.3164
H 5.3760 2.9637 0.6206
H 6.2570 2.1198 1.9075
H 6.9361 3.5658 1.1365
H 5.3382 7.3422 2.8444
H 4.4924 8.7754 2.3256
H 5.9599 6.8772 0.4380
H 6.4409 8.5042 0.9106
H 4.9855 8.2500 -0.0714

***

# 2
88
Properties=species:S:1:pos:R:3 method="wB97M-V/def2-TZVPD" relative_energy_ev=0.000 multiplicity=1
O -10.5041 -1.4752 -4.0419
C -9.3886 -1.1821 -3.5634
N -9.2882 -0.2097 -2.4275
C -7.8371 -0.1132 -2.0618
O -7.5334 0.7070 -1.1571
C -6.9317 -1.0678 -2.9504
C -5.4158 -1.3648 -2.9444
C -4.4962 -0.6464 -1.8604
S -4.7036 -1.5644 -0.2323
O -3.6991 -1.0120 0.7762
O -6.0805 -1.3750 0.3531
C -4.8877 -2.3768 -4.0259
C -5.9079 -3.0332 -5.0287
C -7.4459 -2.7299 -4.9931
C -7.9415 -1.7235 -3.9310
H -9.4220 0.7116 -2.8843
H -3.3979 -0.8221 -2.1760
H -4.7111 0.4679 -1.7372
H -4.5467 -2.9540 -0.4192
H -3.7767 -2.6299 -4.0557
H -5.5417 -3.7559 -5.8250
H -8.1896 -3.2070 -5.7089
C 0.3676 -0.4376 -3.8352
C -0.0304 -0.1037 -2.4019
N 0.1548 -1.2054 -1.4624
C -0.4675 -0.9621 -0.1606
C 0.0810 0.1868 0.6842
C 1.4929 -1.7885 -1.4123
C 2.6579 -0.8634 -1.0598
H -0.1746 -1.3135 -4.2022
H 0.1272 0.4041 -4.4905
H 1.4398 -0.6250 -3.9304
H -1.0929 0.1647 -2.4205
H 0.5153 0.7949 -2.0869
H -0.4342 -1.8820 0.4334
H -1.5331 -0.7793 -0.3233
H 1.0345 -0.0697 1.1474
H -0.6170 0.4040 1.4982
H 0.2061 1.1071 0.1089
H 1.7057 -2.2466 -2.3833
H 1.4929 -2.6341 -0.7152
H 2.6017 0.0990 -1.5727
H 3.6004 -1.3339 -1.3540
H 2.7175 -0.6826 0.0145
C -4.0631 1.6643 3.5221
C -2.6199 1.9318 3.9327
N -2.4254 3.1998 4.6306
C -1.0181 3.5610 4.7846
C -0.1428 2.6577 5.6531
C -3.2548 3.4160 5.8126
C -3.1478 2.4008 6.9508
H -4.4545 2.4750 2.9018
H -4.1155 0.7410 2.9387
H -4.7193 1.5376 4.3869
H -2.0246 1.9445 3.0129
H -2.2615 1.0817 4.5277
H -0.9489 4.5869 5.1632
H -0.5707 3.6030 3.7841
H -0.3348 2.8076 6.7160
H 0.9107 2.9019 5.4852
H -0.2722 1.5987 5.4186
H -4.3011 3.4606 5.4954
H -3.0573 4.4163 6.2147
H -3.1270 1.3692 6.5938
H -4.0140 2.4989 7.6111
H -2.2624 2.5747 7.5644
C 10.5080 -0.1811 -0.4325
C 9.3816 -1.0227 -1.0211
N 8.1173 -0.9101 -0.2998
C 7.1311 -1.9071 -0.7096
C 6.6098 -1.8436 -2.1448
C 7.5961 0.4427 -0.1243
C 7.3249 1.2683 -1.3823
H 10.6753 -0.4255 0.6199
H 11.4372 -0.3778 -0.9740
H 10.3065 0.8898 -0.5150
H 9.7121 -2.0666 -0.9856
H 9.2686 -0.7644 -2.0820
H 6.2774 -1.8725 -0.0235
H 7.5720 -2.8993 -0.5548
H 5.8970 -1.0295 -2.2810
H 6.0786 -2.7710 -2.3800
H 7.4123 -1.7343 -2.8777
H 8.2956 1.0022 0.5043
H 6.6782 0.4016 0.4732
H 8.1233 1.1824 -2.1222
H 7.2418 2.3254 -1.1151
H 6.3818 0.9871 -1.8536

***

# 3
115
Properties=species:S:1:pos:R:3 method="wB97M-V/def2-TZVPD" multiplicity=1
C 5.8870 -1.4269 -0.8305
C 5.4715 -0.7258 -2.2414
S 6.7828 0.3494 -2.9424
C 6.2907 0.5533 -4.7178
C 5.0096 1.4566 -4.8419
O 5.0855 2.2604 -3.6328
B 3.7645 2.9024 -3.6678
P 3.2245 3.7559 -2.0051
O 1.9476 2.9651 -1.2532
O 2.7537 5.3503 -2.3504
S 4.7793 3.8603 -0.8136
O 2.8298 1.9074 -4.2833
C 3.5984 0.7710 -4.5579
O 3.1548 -0.1413 -5.5766
C 1.7741 -0.3583 -5.5412
O 1.2041 -0.5067 -6.5926
C 0.9531 -0.4903 -4.2373
C -0.5102 -0.2895 -4.3269
C -1.3420 -0.3613 -3.1166
C -0.7779 -0.6335 -1.7856
C 0.6612 -0.8657 -1.7081
C 1.5023 -0.7912 -2.9141
H 6.7212 -2.2360 -0.9681
H 6.1718 -0.6773 -0.0429
H 4.9428 -2.0271 -0.4771
H 5.2084 -1.4861 -3.0749
H 4.5980 -0.0445 -2.0057
H 6.2116 -0.4227 -5.2677
H 7.1560 1.1038 -5.1897
H 4.9333 2.2439 -5.6385
H 3.7123 3.8315 -4.4475
H 1.1019 3.3929 -1.5045
H 3.3246 5.5870 -3.1094
H 3.8627 0.0722 -3.7045
H -0.9771 -0.0678 -5.3164
H -2.4378 -0.1733 -3.2082
H -1.4274 -0.6527 -0.8807
H 1.1449 -1.0696 -0.7249
H 2.6022 -0.9578 -2.8184
C -4.0139 -4.3320 0.5819
O -2.8353 -3.5704 0.3277
P -2.1587 -2.4740 1.4167
O -0.7988 -2.5868 0.7812
O -2.3226 -3.5131 2.6743
C -1.7144 -4.7885 2.6483
O -1.6995 -1.2780 2.5294
C -0.3862 -0.7409 2.4564
H -4.6557 -4.2783 -0.2917
H -3.7147 -5.3764 0.7099
H -4.5447 -3.9910 1.4613
H -1.1261 -4.9531 1.7402
H -2.4881 -5.5529 2.7371
H -1.0490 -4.8691 3.5096
H -0.2340 -0.2236 1.5088
H 0.3607 -1.5320 2.5894
H -0.2699 -0.0207 3.2690
K 4.6492 -3.2183 1.1645
Cs 4.7538 -3.6073 -2.1433
C -5.0531 5.9616 -0.8897
O -3.7926 5.9663 -1.4646
C -2.7604 6.5005 -0.6407
C -1.8141 5.3946 -0.2058
N -2.4470 4.4978 0.7639
C -1.6778 3.2792 1.0126
C -1.4984 2.3214 -0.1688
O -2.7033 1.7025 -0.5876
C -3.4917 2.4802 -1.5109
H -5.7751 5.6942 -1.6641
H -5.1220 5.2215 -0.0864
H -5.3101 6.9679 -0.4973
H -3.1549 7.0571 0.2211
H -2.2047 7.2087 -1.2620
H -0.9244 5.8387 0.2520
H -1.5061 4.8569 -1.1083
H -3.3616 4.2267 0.4247
H -2.1966 2.7322 1.8058
H -0.6958 3.5560 1.4134
H -0.8493 1.5066 0.1719
H -0.9762 2.7836 -1.0152
H -2.8842 3.0987 -2.1603
H -4.2118 3.0909 -0.9591
H -4.0600 1.7892 -2.1288
C 1.2856 -0.4857 6.5973
O 2.5834 -0.5056 6.0020
P 4.0316 -0.3405 6.8792
O 4.8277 -1.0477 5.8043
O 3.5213 -1.3824 8.0297
C 3.1652 -2.7167 7.7054
O 5.3358 0.0480 7.8802
C 6.6592 -0.2399 7.4651
H 0.6403 0.1592 6.0088
H 0.8779 -1.4963 6.5435
H 1.3090 -0.1528 7.6326
H 3.3097 -2.9426 6.6450
H 2.1246 -2.8851 7.9864
H 3.7931 -3.3893 8.2888
H 6.9140 0.3226 6.5670
H 6.7863 -1.3104 7.2996
H 7.3302 0.0640 8.2697
Cl -4.1873 3.9304 -3.6359
C -4.4940 -2.8207 -3.5491
F -3.2827 -2.6231 -4.1172
F -4.9182 -1.6068 -3.1369
F -5.3231 -3.1861 -4.5497
S -4.4398 -4.0656 -2.1710
O -3.5081 -3.4995 -1.2067
O -3.9659 -5.2864 -2.8012
O -5.8088 -4.1408 -1.6937
C -7.8154 -6.5490 1.3293
C -7.1444 -5.2580 1.6094
N -6.6246 -4.2585 1.8262
H -7.0696 -7.3198 1.1374
H -8.4217 -6.8442 2.1853
H -8.4575 -6.4491 0.4546
Li -6.5635 8.0826 0.4039

***

# 4
90
Properties=species:S:1:pos:R:3 method="wB97M-V/def2-TZVPD" total_charge=+1 multiplicity=1
C 6.5027 -3.5443 -0.0556
C 4.9372 -3.1508 0.1041
C 4.6749 -1.8226 -0.8053
C 3.9605 -0.6432 -0.0303
C 5.2000 -0.0251 0.8186
N 3.0182 0.3245 -0.6904
C 3.5195 0.5759 -2.0539
F 3.1462 1.7349 -2.7335
F 4.9242 0.7000 -2.1710
F 3.1450 -0.3909 -3.0253
C 1.7382 -0.5237 -0.8186
O 1.7591 -1.9212 -1.0897
C 0.6693 -0.4904 0.4140
C 0.7304 -1.5905 1.5595
C -0.0757 -2.9529 1.4789
C 0.6136 -4.1599 0.6933
N 0.3741 -5.4126 1.5036
C -0.8598 -0.4494 -0.0030
I -1.8393 1.3687 -0.6473
C -1.3061 -1.5212 -1.1376
C -1.4181 -0.9742 -2.6273
C 1.3605 0.7945 1.1856
C 0.3972 1.6424 2.1293
O 2.3199 0.4717 2.2729
C 2.4048 1.4780 0.1362
C 1.4290 2.4721 -0.6989
C 3.3396 2.6061 0.7793
Br 4.7705 3.3256 -0.4558
C 2.6445 3.9134 1.3696
C 2.8833 5.3062 0.5880
Br 3.4229 4.2987 3.2004
H 6.8702 -3.3474 -1.1257
H 7.1007 -2.8509 0.6308
H 6.7115 -4.6293 0.1881
H 4.7832 -2.9064 1.2061
H 4.3058 -4.0085 -0.2769
H 5.7237 -1.4801 -1.1215
H 4.1896 -2.2332 -1.7376
H 3.3823 -1.2123 0.7827
H 5.7671 0.7778 0.2604
H 5.9902 -0.8322 1.0299
H 4.8654 0.2907 1.8694
H 1.0656 -0.1591 -1.6770
H 1.5817 -2.0956 -2.0387
H 0.3289 -1.0823 2.5122
H 1.7761 -1.9374 1.8784
H -1.1878 -2.8597 1.2088
H -0.1203 -3.3263 2.5705
H 1.7041 -4.0026 0.4344
H -0.0083 -4.3130 -0.2661
H 0.7061 -6.2411 1.0007
H -0.6502 -5.4556 1.6360
H -1.4653 -0.7233 0.9322
H -2.3724 -1.8280 -0.8327
H -0.7087 -2.4869 -1.1079
H -0.6327 -0.2240 -2.9493
H -2.4599 -0.5888 -2.9077
H -1.2683 -1.8858 -3.3161
H -0.1985 0.9786 2.8272
H 1.0455 2.3010 2.8141
H -0.3245 2.3622 1.6465
H 1.8427 0.3236 3.1092
H 2.0154 3.3223 -1.2049
H 0.6154 2.9730 -0.1239
H 0.9330 1.9598 -1.5985
H 3.9824 2.2321 1.6515
H 1.5390 3.8995 1.5657
H 2.1137 6.0247 1.0585
H 2.6170 5.2792 -0.5094
H 3.8836 5.7909 0.8246
C -5.8926 0.5088 1.4547
C -5.8776 0.3937 -0.0640
C -6.2246 1.7031 -0.7734
C -7.6307 2.2432 -0.4977
C -8.7749 1.2898 -0.8442
C -8.8411 0.9393 -2.3250
H -6.8868 0.7594 1.8306
H -5.5998 -0.4423 1.9072
H -5.1899 1.2746 1.7950
H -6.5554 -0.4050 -0.3791
H -4.8738 0.0861 -0.3781
H -6.0928 1.5635 -1.8516
H -5.4970 2.4694 -0.4798
H -7.7597 3.1727 -1.0637
H -7.7134 2.5218 0.5576
H -9.7187 1.7653 -0.5583
H -8.7033 0.3717 -0.2533
H -8.9551 1.8397 -2.9343
H -9.6982 0.2901 -2.5206
H -7.9442 0.4099 -2.6558

***

# 5
95
Properties=species:S:1:pos:R:3 method="wB97M-V/def2-TZVPD" multiplicity=1
C -8.0650 -2.4029 -0.7593
O -7.0860 -2.3927 -1.7577
C -6.3970 -3.6275 -1.8733
C -4.8833 -3.4622 -1.7931
C -4.3453 -2.2534 -2.5547
C -3.6748 -2.6381 -3.8815
C -3.5836 -1.4748 -4.8742
C -2.2761 -0.6555 -4.7407
C -2.6367 0.7654 -4.2914
C -1.4406 1.5972 -3.8378
C -0.7533 0.8873 -2.6414
C -0.1758 1.8452 -1.5903
C -0.2834 1.3632 -0.1327
C -0.1530 -0.1500 0.0211
C 1.0244 -0.8932 -0.6331
C 2.3027 -0.1320 -0.9423
F 0.6467 -1.5866 -1.7786
O 0.7248 2.1338 0.5445
C 0.8547 1.9253 1.9400
C 2.2653 1.6051 2.3171
Br 3.5207 2.9919 1.9290
C 2.6447 0.4968 2.8932
C 1.6994 -0.6108 3.2585
Br 4.4786 0.2060 3.3703
C -1.6718 1.8881 0.4501
N -2.2322 0.8595 1.3468
O -2.6537 2.1472 -0.5611
C -3.4589 3.2916 -0.3144
C -4.1407 3.2887 1.0745
C -2.7351 4.6381 -0.4215
N -2.2704 5.0150 -1.7564
P -4.9536 3.0907 -1.4550
O -5.8522 4.3738 -0.9444
Cl -4.4188 3.5359 -3.4079
H -8.8430 -3.1550 -0.9273
H -8.5583 -1.4360 -0.7407
H -7.6413 -2.5639 0.2374
H -6.7028 -4.2598 -1.0362
H -6.7054 -4.1709 -2.7698
H -4.6405 -3.3646 -0.7357
H -4.4405 -4.4060 -2.1111
H -5.1299 -1.5352 -2.7661
H -3.5934 -1.7645 -1.9303
H -4.3346 -3.3891 -4.3280
H -2.7240 -3.1426 -3.7166
H -3.7427 -1.8222 -5.8912
H -4.4281 -0.8218 -4.6625
H -1.8899 -0.5688 -5.7550
H -1.5594 -1.1513 -4.0944
H -3.1460 1.2735 -5.1080
H -3.3281 0.6848 -3.4496
H -1.6810 2.6331 -3.6228
H -0.7318 1.6039 -4.6686
H -1.4878 0.1938 -2.2489
H 0.0810 0.3625 -3.0830
H 0.8852 1.9421 -1.7989
H -0.5513 2.8553 -1.6868
H -1.0604 -0.5866 -0.3854
H -0.1629 -0.4390 1.0585
H 1.3126 -1.6830 0.0615
H 2.5975 0.5780 -0.1807
H 2.2658 0.3023 -1.9335
H 3.1026 -0.8700 -0.9970
H 0.1523 1.2240 2.3802
H 0.6566 2.8894 2.4228
H 0.9181 -0.2911 3.9382
H 1.3213 -1.1084 2.3725
H 2.2724 -1.3578 3.7983
H -1.4971 2.7766 1.0476
H -2.9357 0.3234 0.8541
H -2.6381 1.3005 2.1608
H -4.6863 2.3494 1.1720
H -3.4055 3.3330 1.8716
H -4.8272 4.1183 1.1512
H -1.9218 4.6866 0.3117
H -3.4482 5.3955 -0.0954
H -2.0736 4.2140 -2.3424
H -1.4065 5.5329 -1.6493
H -6.7698 4.1354 -1.1491
Br 7.5559 -3.2404 4.6572
C 8.2812 -1.8796 3.4693
C 8.9423 -0.7656 4.2358
Br 7.6276 0.4321 5.0269
H 7.4600 -1.5376 2.8467
H 9.0113 -2.3989 2.8524
H 9.5339 -0.1431 3.5679
H 9.5715 -1.1222 5.0447
Br 11.7608 -3.5260 3.7682
C 12.6485 -3.8224 5.4735
C 12.1506 -2.8673 6.5248
Br 12.8938 -1.0844 6.2855
H 13.7148 -3.7378 5.2913
H 12.4087 -4.8474 5.7484
H 12.4763 -3.1846 7.5131
H 11.0701 -2.7613 6.5178

***

Table of highest occupied orbital energy (eV), in record order: -9.4, -7.8, -5.5, -11.6, -8.8
Table of gap between HOMO and LUMO (eV), in record order: 7.9, 6.4, 2.2, 9.4, 9.2
Table of M (g mol⁻¹), in record order: 799.71, 528.80, 1181.04, 781.44, 1034.58